(1)
The following is a quantum chemistry calculation of a cluster of 3 separate species, C33H42BBrF14N4O8S4 in total at a distorted geometry, from the OMol25 dataset.

Computed properties:
SMILES   CCOB(O)c1c(CCN)cc2c(c1CCOC(C)=O)N(CCC(F)(F)C(F)(F)C(F)(F)C(F)(F)S(F)(F)(F)(F)F)c1c(c(F)c(Br)c(S)c1S(C)(=O)=O)S2.CNC(C)=O.CNC(C)=O
Electronic energy   -7693.24084 a.u.

Structure (ORCA input):
```
! RIJCOSX wB97M-V def2-TZVPD def2/J DEFGRID3
* xyz 0 1
H 6.60 1.23 0.84
H -0.99 -0.24 -1.62
H 0.67 0.82 -1.25
H -2.19 6.30 -4.75
H -3.95 -0.09 -1.58
B -3.41 -2.04 1.21
H 1.09 -3.76 5.76
F 5.42 -2.93 -1.64
O 6.11 4.21 1.51
H -3.52 -4.69 0.36
H 5.07 2.09 0.64
F 1.12 -1.10 0.26
F 2.43 -0.76 -2.25
H 1.62 -5.40 4.17
F 3.61 -2.68 0.53
H 9.43 3.22 -0.87
C -0.75 -4.26 4.77
N -0.95 2.16 -0.68
O -1.91 -3.92 4.99
H 1.82 3.47 -3.27
H -6.03 -2.39 2.50
H 0.80 -6.38 2.94
C -2.15 2.24 1.61
N -0.49 -5.50 4.30
H -1.31 -6.07 4.17
C 1.13 1.62 0.76
C -1.54 6.46 -1.45
H -5.78 -0.54 -4.88
C -2.94 -3.85 -0.10
H -3.24 2.20 3.58
O -2.71 -0.13 -3.34
F 3.80 -3.67 -3.15
C -3.36 0.26 2.52
H 8.52 1.77 -0.38
O -3.79 -2.67 -0.01
H -3.36 -1.72 -2.19
F 2.52 -1.00 1.94
H 0.94 -6.98 4.60
H 1.21 4.34 -4.80
S 4.55 -2.25 -2.81
H -5.22 -1.75 -3.66
F 2.27 -2.83 -1.62
C -4.22 -0.33 3.69
C -1.17 5.52 -2.52
C 6.12 2.10 0.38
C 1.18 3.41 -4.19
C 2.54 0.92 0.54
C 2.38 -0.65 0.60
C 6.75 3.36 0.90
H -3.84 -1.29 4.10
F 4.69 -0.81 0.06
H -5.53 -0.02 -3.11
C -1.49 4.54 0.13
H -1.95 -3.70 0.41
O -0.60 1.60 -3.42
C -0.99 4.08 -2.26
H -7.27 -1.73 3.35
H -1.56 -1.72 -0.78
H 0.95 -3.15 4.08
H 1.32 2.60 1.28
H -6.37 0.28 3.66
F 5.71 -2.69 -3.85
O -3.39 -0.13 -5.44
H -5.72 -0.28 2.03
H 8.44 4.42 1.04
C 9.01 2.68 -0.02
C -2.96 -0.50 1.31
C 0.47 1.75 -0.66
S -0.56 3.04 -3.69
C -1.71 5.95 -0.12
C -2.93 1.64 2.67
H 0.04 -2.38 5.38
H -3.48 -4.61 -2.17
C -3.09 -0.64 -2.04
N 8.08 3.55 0.67
S -1.67 3.99 1.86
C -1.85 -0.67 -1.04
H -4.20 0.41 4.53
C -2.60 -4.23 -1.59
O -1.41 3.29 -4.86
F -2.05 6.76 0.92
F 3.69 -1.62 -4.07
C 0.80 -6.09 3.99
C 3.14 -1.77 -1.65
C 0.41 -3.33 5.01
Br -1.77 8.36 -1.86
H 1.04 2.55 -1.20
F 3.37 1.30 1.61
F 5.28 -0.80 -2.69
H 0.60 0.97 1.49
N -6.25 -1.85 3.34
H -1.85 -5.06 -1.54
C -5.18 -0.67 -3.95
H 6.22 2.05 -0.70
C -2.19 0.17 0.24
C -5.72 -0.46 3.14
H 1.52 2.52 -4.77
C -1.14 3.56 -0.88
C -3.71 -0.29 -4.29
C 3.52 -1.47 -0.16
H -2.07 -3.39 -2.13
S -0.94 6.25 -4.18
O -3.43 -2.89 2.33
H -2.78 -2.56 2.98
F 3.14 1.41 -0.60
C -1.75 1.58 0.38
H 9.81 2.41 0.67
*
```

These are the Mulliken partial charges, in e, on atoms 1 to 8: 0.394, -0.365, -0.048, 0.211, 0.277, 0.578, 0.410, -0.290

(2)
The following is a quantum chemistry calculation of a structure of composition C33H42BCoN9O2S3, from the OMol25 dataset.

Computed properties:
Electronic energy   -4528.24286 a.u.

Structure (ORCA input):
```
! RIJCOSX wB97M-V def2-TZVPD def2/J DEFGRID3
* xyz 0 4
H 1.54 0.93 1.95
C 2.67 -1.88 0.63
H -0.83 -2.47 -2.54
H -0.07 0.37 -6.57
N -2.66 -0.41 0.55
C -0.85 2.67 -0.08
H -5.04 -3.21 -1.98
C 3.46 -2.52 1.50
H -4.01 2.65 0.56
H -4.31 -3.53 -3.57
H 1.52 -3.40 2.91
H 3.88 -0.67 5.30
B -2.19 0.83 1.34
C 0.15 0.34 -5.51
C 1.67 -1.95 -2.91
H -1.64 -4.42 -1.03
N 0.49 -0.60 3.70
H 4.58 -2.78 3.27
N -2.89 -2.09 -0.83
C -0.17 1.41 -4.69
H -0.17 4.29 -3.14
C -3.02 2.92 0.24
N -1.02 0.45 2.31
N 2.09 -0.62 0.73
H -0.65 2.30 -5.09
C 0.11 1.33 -3.34
C -2.97 -1.52 1.29
C 0.00 -0.56 2.31
H 5.16 -0.36 3.60
S -2.60 0.34 -2.06
N 0.70 0.27 -2.80
C 1.96 -0.60 3.38
C 0.48 4.56 -2.31
N -1.23 3.86 -0.62
H 1.16 6.26 -0.24
H 1.09 5.41 -2.62
H -3.10 1.16 2.07
H 5.66 -0.97 2.03
C -4.27 -2.88 -2.69
S -0.39 -2.07 1.46
H -2.01 -1.51 -3.44
H -3.12 -1.48 2.36
C 2.76 -1.84 3.81
H 1.13 -3.04 4.59
C -0.34 4.98 -1.09
O 2.71 -3.72 -0.92
C -2.67 -0.73 -0.77
C 3.27 -1.57 5.23
N -1.94 2.10 0.47
C -0.07 0.48 4.35
H -3.39 -3.58 0.64
H -0.06 5.72 0.92
C -1.21 6.17 -1.51
H -3.15 4.86 -0.76
H -0.15 2.13 -2.66
H 1.02 -1.65 -5.51
H 1.21 4.60 0.39
H 1.15 3.73 -2.08
C 1.94 -3.13 3.87
H -2.35 -4.96 -2.56
H 2.43 -1.45 5.92
C -0.99 1.06 3.53
H -1.76 -3.22 -3.84
H -4.49 -1.86 -2.99
C 2.42 -2.57 -0.70
H 0.24 0.77 5.34
C 0.55 5.41 0.07
H 3.87 -2.41 5.58
H -3.36 -4.89 -1.13
H -1.90 5.91 -2.31
C 1.60 -0.16 1.93
H -1.66 1.87 3.76
C -2.89 -2.95 -2.05
H 3.78 -3.51 1.18
H -0.54 6.94 -1.88
S 0.77 2.09 -0.05
C 3.94 -2.01 2.83
C -3.15 -2.56 0.43
Co 1.23 -0.04 -0.90
C 0.75 -0.77 -4.95
H -1.77 6.58 -0.67
N 1.82 -1.69 -1.58
C 1.01 -0.76 -3.59
H 2.41 0.26 3.88
H 2.60 -3.94 4.19
C -1.81 -2.49 -3.03
H 4.24 0.05 2.14
C -2.54 -4.39 -1.65
C 4.79 -0.74 2.65
C -2.59 4.01 -0.42
O 1.98 -2.92 -3.57
*
```

These are the Mulliken partial charges, in e, on atoms 1 to 8: 0.741, 1.279, 0.275, 0.415, -0.002, -0.046, 0.382, -1.268

- Among the records above, which one has the highest electronic energy?
  C33H42BCoN9O2S3

- electronic energy of number 2 (C33H42BCoN9O2S3)?
  -4528.24286 a.u.